{
  "formula": "CH3MgO2Tb",
  "method": "ωB97M-V with the def2-TZVPD basis set",
  "species": ["Tb", "Mg", "O", "O", "C", "H", "H", "H"],
  "coordinates": [[2.87456, -0.53756, -0.37226], [-0.20275, 1.50136, 0.08587], [-1.50767, 0.07179, -0.15373], [0.68916, -0.29099, 0.29214], [-0.55388, -0.91312, -0.00143], [-0.46032, -1.54772, -0.91092], [-0.78204, -1.58731, 0.85283], [-0.05706, 3.30355, 0.20750]],
  "fmax_ha_per_bohr": 0.05430,
  "homo_ha": [-0.31296, -0.23357],
  "s_squared": 12.632,
  "orbital_gap_ev": [7.8, 5.9],
  "multiplicity": 7,
  "lumo_ev": [-0.694, -0.406]
}